43
Properties=species:S:1:pos:R:3:forces:R:3 method="wB97M-V/def2-TZVPD" gap_ev=8.8 e_above_lowest_kcal_mol=0.0 smiles="O=C(O)C[C@H](CC(=O)Nc1ccc2ccccc2n1)c1ccccc1"
O 2.564 4.127 0.454 0.118 0.032 0.014
C 1.772 3.231 0.370 0.255 0.133 0.186
O 0.555 3.401 -0.179 -0.652 -0.108 -0.196
H 0.422 4.324 -0.447 0.268 -0.060 0.088
C 1.996 1.809 0.812 0.181 0.040 -0.039
H 1.035 1.336 1.007 0.045 -0.024 0.076
H 2.585 1.826 1.730 -0.096 0.061 -0.038
C 2.801 1.039 -0.255 -0.100 -0.021 -0.003
C 3.211 -0.330 0.234 0.161 0.106 0.078
C 4.496 -0.789 -0.028 -0.041 0.028 0.000
C 4.892 -2.054 0.364 0.079 -0.052 -0.030
C 4.004 -2.883 1.026 0.022 -0.076 0.018
C 2.721 -2.436 1.292 -0.056 -0.054 0.051
C 2.327 -1.170 0.900 0.064 0.034 0.056
H 1.320 -0.848 1.115 -0.132 0.049 0.018
H 2.020 -3.078 1.805 -0.057 -0.053 0.042
H 4.308 -3.874 1.331 0.026 -0.076 0.030
H 5.895 -2.394 0.150 0.081 -0.026 -0.011
H 5.194 -0.147 -0.548 0.068 0.087 -0.049
H 3.709 1.622 -0.448 -0.104 -0.085 0.029
C 2.058 0.909 -1.604 0.161 -0.098 -0.041
C 0.878 -0.045 -1.535 0.229 0.329 -0.270
O 0.957 -1.203 -1.877 0.016 -0.234 -0.073
N -0.256 0.541 -1.048 -0.056 0.324 0.091
C -1.490 -0.031 -0.767 -0.511 0.047 0.207
N -2.361 0.822 -0.283 0.537 0.152 -0.166
C -3.595 0.387 0.036 -0.263 -0.545 -0.029
C -4.529 1.307 0.553 -0.210 0.002 0.068
C -5.790 0.893 0.885 0.170 0.208 -0.011
C -6.172 -0.447 0.718 -0.052 -0.324 -0.054
C -5.285 -1.362 0.220 -0.189 0.050 0.074
C -3.980 -0.971 -0.132 0.139 0.343 0.028
C -3.012 -1.860 -0.648 0.170 0.259 0.006
C -1.766 -1.404 -0.969 -0.123 -0.338 -0.030
H -1.000 -2.049 -1.364 0.010 -0.017 -0.020
H -3.270 -2.901 -0.785 0.014 -0.085 -0.026
H -5.571 -2.397 0.089 -0.049 -0.085 -0.002
H -7.173 -0.750 0.986 -0.062 -0.050 0.011
H -6.505 1.599 1.280 -0.029 0.075 0.026
H -4.218 2.333 0.675 0.043 0.103 0.009
H -0.239 1.533 -0.835 0.052 -0.110 -0.070
H 2.759 0.495 -2.331 -0.124 0.028 0.012
H 1.732 1.891 -1.949 -0.001 0.031 -0.063

43
Properties=species:S:1:pos:R:3:forces:R:3 method="wB97M-V/def2-TZVPD" charge=-1 gap_ev=3.2
C 1.849 0.032 2.890 0.025 0.772 -0.582
C 2.792 0.372 1.874 -0.723 0.511 0.333
C 2.379 1.615 1.297 -0.711 -0.387 0.341
H 3.705 -0.180 1.658 -0.314 0.060 0.061
C 1.157 2.018 1.939 0.227 -0.530 -0.093
C 0.822 1.026 2.921 0.767 -0.073 -0.592
H -0.015 1.054 3.620 0.258 0.045 -0.236
H 1.952 -0.802 3.569 -0.051 0.020 -0.222
H 2.933 2.199 0.563 -0.126 -0.134 0.125
H 0.625 2.952 1.772 0.092 -0.152 0.013
C 0.452 -3.268 -0.141 -0.358 0.545 0.722
C 1.258 -3.067 1.020 -0.756 0.030 0.091
C 0.399 -2.708 2.100 -0.234 -0.129 -0.944
H 2.328 -3.215 1.104 -0.157 0.099 0.033
C -0.940 -2.634 1.614 0.691 -0.276 -0.499
C -0.907 -3.004 0.228 0.322 0.286 0.137
H -1.770 -3.141 -0.410 -0.030 0.026 -0.012
H 0.810 -3.626 -1.105 -0.143 0.089 0.183
H 0.710 -2.554 3.123 0.008 0.037 -0.134
H -1.826 -2.426 2.211 0.180 -0.089 -0.186
Sr 0.283 -0.326 0.334 1.813 -2.326 3.541
O -0.526 0.886 -1.256 -1.843 2.618 -2.037
C 0.045 1.667 -2.232 -1.256 1.502 0.034
C -1.136 2.620 -2.060 1.729 -2.102 1.457
H 0.972 2.144 -1.954 0.594 -0.094 -0.058
H 0.018 1.209 -3.202 0.412 -0.207 -0.672
H -1.081 3.350 -1.238 0.040 -0.313 -0.455
H -2.872 4.517 -2.401 -0.171 -0.215 -0.287
C -3.117 3.632 -2.997 0.680 -0.265 0.562
C -2.324 2.471 -2.801 -1.848 -0.253 -1.423
C -2.689 1.291 -3.528 0.681 0.631 0.200
H -2.135 0.368 -3.342 -0.228 0.289 -0.051
C -3.709 1.334 -4.467 -0.099 0.047 0.083
H -3.959 0.435 -5.033 0.068 0.241 0.217
C -4.415 2.520 -4.702 0.347 0.212 0.485
H -5.204 2.552 -5.449 0.151 -0.023 0.122
C -4.117 3.666 -3.951 -0.285 -0.223 -0.388
H -4.666 4.592 -4.121 0.097 -0.270 0.068
N 4.104 -2.758 2.536 0.082 0.013 0.076
C 4.343 -3.161 3.605 0.001 -0.415 0.133
N 4.693 -3.499 4.811 0.250 0.399 0.285
C 4.466 -4.602 5.467 -0.280 -0.331 -0.262
N 4.312 -5.552 6.130 0.098 0.338 -0.171

45
Properties=species:S:1:pos:R:3:forces:R:3 method="wB97M-V/def2-TZVPD" gap_ev=6.9 e_above_lowest_kcal_mol=160.9
C -0.685 2.094 5.928 -0.167 -0.477 -0.311
O -1.266 0.838 5.484 0.524 0.253 -0.405
C -1.046 0.474 4.185 -0.534 0.503 -0.858
C -0.319 1.269 3.263 -0.226 -0.630 0.584
C -0.195 0.857 1.936 -0.697 -0.315 0.137
C -0.909 -0.255 1.431 0.863 0.041 0.892
C -0.684 -0.733 0.056 -1.611 -0.264 -0.061
C 0.627 -0.774 -0.471 2.364 -0.373 -0.463
C 1.016 -1.410 -1.747 -0.362 0.320 0.967
C 0.258 -2.040 -2.729 1.522 0.050 -0.843
C 0.947 -2.486 -3.877 -1.299 0.021 0.344
C 2.319 -2.321 -4.038 0.996 0.484 0.935
C 3.101 -1.750 -3.009 -1.132 -0.173 0.087
C 2.414 -1.349 -1.847 0.412 0.219 -0.824
N 2.923 -0.769 -0.682 -0.860 0.225 0.775
C 4.326 -0.465 -0.406 0.372 0.014 0.026
C 1.879 -0.470 0.163 -0.760 -0.396 -1.225
C -1.598 -1.054 2.382 -0.106 0.133 -0.791
C -1.692 -0.703 3.707 0.715 0.971 0.818
H -0.943 2.196 6.986 0.039 -0.126 -0.331
H 0.409 2.077 5.805 -0.332 -0.002 0.097
H -1.110 2.933 5.356 0.109 -0.253 0.182
H 0.139 2.197 3.602 0.021 -0.341 -0.239
H 0.475 1.412 1.295 -0.340 0.221 -0.207
H -1.386 -1.472 -0.339 0.624 -0.238 0.706
H -0.795 -2.155 -2.589 -0.510 -0.027 -0.234
H 0.360 -2.945 -4.681 0.312 0.121 0.316
H 2.812 -2.646 -4.951 -0.161 0.061 0.152
H 4.169 -1.593 -3.088 -0.047 -0.191 -0.202
H 4.947 -0.720 -1.282 -0.432 0.101 0.445
H 4.470 0.606 -0.189 -0.206 -0.377 -0.186
H 4.706 -1.031 0.459 -0.254 0.055 -0.322
H 2.083 -0.164 1.190 -0.089 0.076 -0.505
H -2.045 -1.999 2.069 -0.044 0.332 -0.063
H -2.243 -1.290 4.432 0.026 -0.095 -0.148
N -2.016 0.298 -1.235 0.389 0.324 -0.194
C -3.371 0.140 -1.451 -0.677 0.200 -0.170
N -3.924 1.055 -2.268 1.334 -0.770 0.731
C -2.857 1.833 -2.624 0.992 -1.723 1.549
N -2.989 2.971 -3.453 0.673 1.815 -1.100
O -1.918 3.633 -3.656 -2.331 -1.279 0.276
O -4.099 3.274 -3.920 1.947 -0.474 0.760
C -1.658 1.345 -1.995 -1.219 1.768 -1.452
H -3.966 -0.693 -1.018 0.645 0.815 -0.223
H -0.667 1.785 -2.184 -0.482 -0.597 0.579

46
Properties=species:S:1:pos:R:3:forces:R:3 method="wB97M-V/def2-TZVPD" gap_ev=8.8 e_above_lowest_kcal_mol=0.0 smiles="COc1ccc(N2C(=O)C[C@H](Sc3n[nH]c(-c4ccc(C)cc4)n3)C2=O)cc1"
C -4.094 -1.389 -1.968 -0.077 -0.006 -0.167
H -5.162 -1.233 -1.821 0.065 -0.013 -0.063
O -3.522 -1.357 -0.683 0.120 -0.002 0.257
C -2.173 -1.511 -0.569 0.200 -0.028 0.132
C -1.297 -1.708 -1.629 -0.356 0.007 -0.033
C 0.064 -1.819 -1.399 0.171 -0.052 0.081
C 0.574 -1.709 -0.113 -0.264 -0.045 -0.121
C -0.306 -1.543 0.953 -0.025 -0.072 -0.066
C -1.660 -1.460 0.727 -0.135 -0.082 -0.270
H -2.348 -1.336 1.548 -0.093 0.040 0.122
H 0.067 -1.483 1.961 0.027 0.011 0.060
N 1.976 -1.716 0.117 -0.308 -0.345 -0.141
C 2.890 -1.197 -0.787 0.250 -0.345 -0.282
O 2.656 -0.845 -1.911 0.037 -0.033 -0.051
C 4.265 -1.234 -0.133 0.336 0.649 -0.013
C 4.004 -1.640 1.304 0.009 -0.039 0.150
C 2.556 -2.080 1.325 0.453 -0.108 0.000
O 2.003 -2.654 2.223 -0.120 -0.013 0.212
H 4.095 -0.785 1.978 -0.033 -0.062 -0.032
H 4.658 -2.429 1.671 -0.098 -0.015 -0.002
H 4.895 -1.950 -0.666 -0.136 0.012 0.006
S 5.135 0.371 -0.349 0.353 -0.376 -0.110
C 3.735 1.398 -0.353 -0.426 0.540 -0.016
N 3.636 2.523 -1.024 0.657 -0.003 -0.435
N 2.355 2.879 -0.831 -0.246 -0.374 0.415
C 1.732 1.965 -0.053 0.496 0.158 -0.223
N 2.599 1.029 0.279 -0.301 0.348 0.415
C 0.327 1.976 0.300 -0.500 0.074 0.078
C -0.632 2.359 -0.634 0.127 -0.068 0.109
C -1.973 2.285 -0.316 -0.069 0.030 0.065
C -2.389 1.848 0.937 0.093 0.086 0.013
C -1.423 1.497 1.873 -0.005 0.150 -0.059
C -0.080 1.545 1.559 0.084 0.199 -0.120
H 0.667 1.255 2.281 0.087 -0.056 0.085
H -1.729 1.168 2.856 -0.050 -0.053 0.116
C -3.846 1.712 1.247 -0.021 -0.071 -0.020
H -4.202 0.752 0.868 -0.098 -0.061 0.003
H -4.424 2.498 0.766 -0.081 0.043 0.005
H -4.024 1.742 2.318 -0.066 0.017 0.069
H -2.712 2.564 -1.053 -0.087 0.026 -0.076
H -0.328 2.680 -1.620 0.022 -0.006 -0.113
H 1.996 3.725 -1.242 0.026 -0.082 0.101
H 0.724 -1.969 -2.236 0.028 0.016 -0.007
H -1.654 -1.779 -2.644 -0.061 0.003 -0.084
H -3.935 -2.356 -2.456 0.011 0.037 0.006
H -3.696 -0.591 -2.604 0.001 -0.034 0.004

49
Properties=species:S:1:pos:R:3:forces:R:3 method="wB97M-V/def2-TZVPD" gap_ev=8.5 e_above_lowest_kcal_mol=42.6 smiles="O=S(=O)(c1cccc(-c2nnc(SCc3nc4ccccc4s3)o2)c1)N1CCOCC1"
O -1.271 -1.846 -1.071 0.183 0.303 -0.101
S -2.288 -1.252 -0.253 -0.272 0.099 -0.119
O -3.187 -2.097 0.473 -0.095 0.243 0.202
N -3.212 -0.314 -1.256 0.557 -0.763 0.537
C -4.432 0.260 -0.739 -0.378 0.410 0.378
H -4.754 -0.359 0.097 -0.220 0.107 -0.024
C -4.216 1.718 -0.316 -0.128 -0.213 0.110
H -5.167 2.195 -0.077 0.046 -0.088 0.079
O -3.656 2.471 -1.369 -0.136 0.091 -0.161
C -2.412 1.948 -1.779 0.162 -0.166 -0.126
H -2.071 2.588 -2.594 0.082 -0.083 0.050
C -2.554 0.497 -2.254 0.361 0.502 -0.240
H -1.586 0.042 -2.457 0.019 0.136 -0.200
H -3.163 0.473 -3.165 0.076 -0.035 0.054
H -1.694 2.006 -0.945 -0.074 0.035 -0.141
H -3.555 1.762 0.565 -0.117 0.026 -0.095
H -5.188 0.222 -1.531 0.042 -0.042 0.083
C -1.482 -0.158 0.925 -0.296 -0.477 -0.299
C -0.277 0.414 0.579 0.233 0.139 0.095
C 0.349 1.279 1.476 -0.558 -0.381 -0.144
C -0.255 1.559 2.704 0.105 -0.027 -0.193
C -1.461 0.969 3.033 -0.040 -0.025 -0.085
C -2.080 0.101 2.144 -0.085 -0.075 0.067
H -3.010 -0.391 2.383 -0.108 -0.031 0.116
H -1.920 1.179 3.987 -0.033 0.009 0.082
H 0.247 2.232 3.381 0.027 0.061 0.109
C 1.625 1.868 1.150 0.734 0.630 0.334
N 2.348 2.660 1.881 -1.640 -0.600 0.510
N 3.476 2.923 1.209 1.381 0.052 -1.207
C 3.400 2.276 0.083 -0.194 0.207 0.534
S 4.592 2.228 -1.156 0.213 -0.129 -0.541
C 3.874 0.939 -2.253 0.159 0.727 0.225
C 3.441 -0.262 -1.502 -0.620 -0.783 -0.213
N 4.065 -0.771 -0.514 0.737 0.643 -0.123
C 3.407 -1.844 0.015 -0.873 -0.587 -0.100
C 3.823 -2.599 1.107 -0.012 0.038 -0.052
C 3.026 -3.641 1.531 0.092 0.004 0.078
C 1.824 -3.938 0.890 -0.107 -0.041 -0.076
C 1.392 -3.205 -0.198 -0.097 -0.124 0.051
C 2.191 -2.161 -0.629 0.269 0.187 0.046
S 1.916 -1.056 -1.942 0.613 0.060 0.187
H 0.453 -3.408 -0.687 -0.056 -0.102 0.008
H 1.217 -4.754 1.250 -0.060 -0.076 0.038
H 3.335 -4.236 2.378 0.024 -0.048 0.073
H 4.752 -2.353 1.597 0.110 0.020 0.069
H 4.686 0.702 -2.942 -0.063 0.026 -0.013
H 3.040 1.370 -2.807 0.089 -0.061 -0.049
O 2.241 1.592 -0.035 -0.202 0.187 0.254
H 0.170 0.171 -0.371 0.147 0.016 -0.073